14
Properties=species:S:1:pos:R:3 method="wB97M-V/def2-TZVPD" gap_ha=0.3980 spin_multiplicity=1 e_above_lowest_kj_mol=276.3 smiles=COC[C@H]1CO1 homo_ev=-9.82
O -1.332 0.571 -0.134
C 0.325 -0.679 -0.984
C -0.846 1.407 0.897
H 0.097 -0.282 -1.977
H -0.592 -1.173 0.874
O 1.257 -1.765 -0.834
C 1.628 -0.474 -0.388
H -1.627 -1.448 -0.549
H -0.464 2.357 0.496
H 1.712 -0.319 0.688
H -1.686 1.622 1.561
H -0.035 0.946 1.478
H 2.388 0.004 -0.995
C -0.866 -0.780 -0.120



14
Properties=species:S:1:pos:R:3 method="wB97M-V/def2-TZVPD" gap_ha=0.3130 spin_multiplicity=1 e_above_lowest_kj_mol=652.0 homo_ev=-8.32
O -0.075 0.890 0.346
O -0.815 1.614 -1.616
H 2.009 0.080 -1.297
C 1.791 -0.694 -0.543
H -1.027 0.182 2.178
H -0.782 -1.464 1.560
C -1.043 -0.479 1.294
C -0.864 1.668 -0.415
C 0.307 -0.763 -0.285
H -2.025 -0.432 0.814
H 2.418 -0.512 0.340
H 2.033 -1.675 -0.971
H -0.256 -0.830 -1.232
H -1.670 2.414 -0.172



14
Properties=species:S:1:pos:R:3 method="wB97M-V/def2-TZVPD" gap_ha=0.3566 spin_multiplicity=1 e_above_lowest_kj_mol=483.9 homo_ev=-8.93
C -0.172 0.150 0.478
O -1.925 -0.464 -0.812
C 1.291 -0.140 0.196
O 1.949 1.107 0.026
H -0.404 0.746 -1.659
H -0.252 0.817 1.343
H -1.754 -1.117 1.388
H 2.884 0.931 -0.162
H -1.543 1.566 -0.554
H 1.364 -0.768 -0.710
H 1.719 -0.718 1.034
H -1.153 -1.694 -0.457
C -0.981 0.644 -0.731
C -1.022 -1.058 0.621